Density functional theory data (ωB97M-V/def2-TZVPD) for a structure of composition C44H59O4P3RhSi at a distorted geometry.

Geometry as XYZ:
```
112
Properties=species:S:1:pos:R:3:forces:R:3
Rh -0.08484 0.50637 0.07542 0.0946 -2.9354 0.2300
C 0.44536 2.08887 3.53012 -0.1317 0.0210 -0.2196
C -0.23124 0.79757 3.99732 -0.0220 -0.0060 -0.5599
C 0.26266 0.45627 5.40242 -0.1357 -0.2135 -0.0962
P -0.00244 -0.47323 2.61102 -0.3186 0.3226 -0.0979
C 1.44056 -1.50743 3.19262 0.0026 0.1868 -0.4412
C 1.57716 -2.75023 2.31992 -0.1421 -0.0492 0.0077
C 2.72846 -0.68803 3.21292 -0.0788 0.0458 0.0219
C -1.34434 -1.71613 2.79592 0.0819 0.2370 -0.1254
C -1.71864 -2.19803 4.04442 0.0090 0.0588 0.0690
C -2.67324 -3.19443 4.15452 0.0192 0.0196 0.0648
C -3.25924 -3.72113 3.01692 -0.0676 -0.0081 -0.0142
C -2.89814 -3.23383 1.77292 -0.0796 -0.1337 -0.0512
C -1.94784 -2.23293 1.64492 0.7837 0.3811 -0.6082
Si -1.47784 -1.48293 -0.04798 -0.6716 2.4507 0.1000
C -0.71574 -2.64813 -1.32508 0.3675 0.3482 0.3551
C -0.69024 -4.03583 -1.17218 -0.3098 0.3441 0.1415
C -0.04734 -4.83923 -2.09068 0.1279 -0.1368 -0.2673
C 0.60016 -4.26943 -3.17918 -0.0915 -0.1152 0.1559
C 0.62726 -2.89483 -3.32468 -0.0306 0.0137 0.0068
C -0.00074 -2.07743 -2.39378 -0.1550 -0.0708 0.3221
P 0.01576 -0.26833 -2.59518 0.2253 0.4190 -0.0226
C -1.08234 -0.27813 -4.15428 -0.1905 0.2130 0.3441
C -1.15334 0.99107 -4.99198 0.1919 -0.0530 0.0475
C -2.48514 -0.76743 -3.83978 0.1061 -0.1398 -0.0329
C 1.64026 0.21377 -3.44078 -0.3129 0.0430 0.2670
C 2.87546 -0.61953 -3.09338 -0.0238 -0.2398 -0.0016
C 1.87676 1.69807 -3.16098 -0.1353 0.0207 -0.0088
C -3.08634 -0.55033 -0.63358 0.5269 -0.7022 0.1576
C -4.12294 -1.34683 -1.10468 -0.1602 0.1994 0.1084
C -5.28654 -0.79593 -1.60838 -0.0625 -0.0943 -0.0033
C -5.42344 0.57937 -1.66818 -0.0866 0.0120 -0.0292
C -4.41884 1.39107 -1.17578 0.0879 0.0298 0.0692
C -3.25694 0.84297 -0.64148 0.2030 -0.1043 -0.0186
P -1.99634 1.91927 0.13672 -0.4341 -1.0435 -0.2485
C -1.93484 3.48247 -0.87928 0.5280 -0.5072 0.0919
C -0.75474 4.30017 -0.36268 -0.0389 -0.0590 0.0796
C -1.73174 3.09377 -2.33408 -0.0239 -0.0706 0.0647
C -2.87174 2.41017 1.72462 0.5452 -0.2558 0.0458
C -3.96354 3.46467 1.59102 0.2492 0.0210 -0.1505
C -3.44564 1.14477 2.35342 0.1920 -0.0635 -0.0205
H 0.03226 2.95077 4.04852 -0.0376 0.1047 0.1018
H 0.32246 2.22847 2.45282 0.0508 0.1568 0.0577
H 1.51166 2.05647 3.73912 0.1422 0.0046 -0.0587
H -1.31594 0.95257 4.04502 0.1082 -0.0387 -0.1137
H 1.34006 0.32067 5.43062 0.0467 -0.0131 0.0168
H -0.20504 -0.43063 5.82122 0.0069 -0.0144 0.0741
H 0.02306 1.29247 6.05982 -0.0111 0.0307 0.0221
H 1.17636 -1.82863 4.20902 -0.0913 0.1508 -0.1075
H 1.82886 -2.48733 1.29512 0.0652 0.0386 -0.1001
H 0.64806 -3.31733 2.30872 -0.0171 -0.1407 -0.0172
H 2.35876 -3.39453 2.72132 0.0607 -0.0114 0.0102
H 2.81236 -0.07803 2.31832 0.1063 0.0475 0.0193
H 3.59126 -1.35023 3.24762 0.0800 -0.0398 0.0379
H 2.77526 -0.02243 4.07112 0.0649 0.0473 0.0167
H -1.27034 -1.79973 4.94132 0.0200 -0.0192 0.0569
H -2.95634 -3.55683 5.13072 -0.0299 -0.0522 0.0892
H -4.00044 -4.50103 3.09982 -0.0759 -0.0713 0.0031
H -3.36844 -3.63233 0.88852 -0.1458 -0.1545 -0.1334
H -1.18854 -4.48173 -0.32438 -0.0596 -0.1263 0.1147
H -0.05154 -5.91163 -1.96658 0.0162 -0.0891 0.0201
H 1.09416 -4.89573 -3.90458 0.0754 -0.0888 -0.0786
H 1.15856 -2.46283 -4.16108 0.0412 0.0325 -0.0533
H -0.58674 -1.05223 -4.75498 0.1049 0.0979 0.1633
H -1.78224 1.74347 -4.52918 -0.0495 0.0845 0.0420
H -1.59464 0.74217 -5.95688 -0.0375 -0.0009 -0.0484
H -0.17594 1.42227 -5.18378 0.1169 0.1145 -0.0675
H -3.04984 -0.02333 -3.28608 -0.0627 0.1183 0.0757
H -2.45234 -1.68513 -3.25938 -0.1420 -0.0908 0.0098
H -3.02074 -0.97233 -4.76428 -0.0563 -0.0188 -0.1365
H 1.42936 0.10117 -4.50948 -0.0864 -0.0524 0.1181
H 3.60376 -0.02373 -2.55128 0.0527 0.0630 0.0178
H 3.35416 -0.98123 -4.00138 0.0559 -0.0108 -0.0716
H 2.63596 -1.47393 -2.46688 0.1273 -0.0376 -0.0413
H 2.01176 1.86877 -2.09188 0.0419 0.0272 0.0076
H 1.03406 2.30387 -3.49368 0.0057 0.1229 -0.0241
H 2.76966 2.04057 -3.68398 0.0276 0.0070 -0.0297
H -4.00814 -2.41863 -1.08418 -0.0551 -0.2777 -0.0935
H -6.07594 -1.43713 -1.96288 -0.1515 -0.0910 -0.1086
H -6.31094 1.02057 -2.09108 -0.1482 0.0582 -0.0513
H -4.53494 2.46337 -1.21568 -0.0700 0.1383 -0.0332
H -2.85864 4.05557 -0.77288 -0.0320 -0.2249 0.1525
H 0.16246 3.71087 -0.43208 0.0905 0.0673 0.0066
H -0.89974 4.58737 0.67752 0.0727 0.0874 0.1150
H -0.63444 5.20437 -0.95628 0.0305 0.0695 -0.0081
H -0.91914 2.36587 -2.39868 -0.0677 0.1027 -0.1526
H -1.46824 3.96187 -2.93408 0.0386 0.1130 -0.0583
H -2.63454 2.64907 -2.74758 0.0340 -0.0597 -0.0773
H -2.07924 2.80597 2.36972 -0.0048 -0.0302 0.0012
H -4.74344 3.13787 0.90852 -0.1126 0.0080 -0.0668
H -3.57104 4.42187 1.26002 -0.0309 0.1287 -0.0454
H -4.42314 3.61497 2.56662 -0.0242 0.0007 0.0680
H -4.31684 0.80517 1.79782 -0.0772 -0.0594 -0.0439
H -3.75424 1.33287 3.37922 -0.0031 0.0416 0.1342
H -2.71314 0.33777 2.35052 -0.1452 -0.0623 0.0627
O 1.91826 -0.82713 -0.33458 -1.7235 -0.4316 0.1750
C 2.57636 0.18737 -0.02308 0.3080 1.4348 0.3809
O 1.98646 1.27087 0.27802 0.8570 0.4789 -0.1174
C 4.05846 0.13807 0.01732 0.0968 -0.4558 -0.0252
C 4.70616 -1.09653 -0.04138 -0.4180 0.3882 0.0217
C 6.08826 -1.19033 0.02242 0.5292 0.2582 0.0428
C 6.79176 -0.00993 0.14012 -0.7173 0.5508 -0.0214
O 8.12966 0.18627 0.21372 -0.0547 -0.4978 -0.0523
C 8.32416 1.58287 0.32532 1.1845 0.5920 0.1495
O 7.06976 2.22547 0.28382 -0.4249 0.1738 -0.0159
C 6.14126 1.23557 0.18832 0.0079 -0.8762 -0.0821
C 4.77596 1.33477 0.13002 0.2723 0.1037 0.0614
H 4.11096 -1.99183 -0.13518 -0.0714 -0.0640 -0.0075
H 6.59596 -2.13863 -0.02038 0.0854 -0.1378 0.0012
H 8.94736 1.93277 -0.51218 -0.1946 -0.1109 0.1911
H 8.82266 1.80757 1.28262 -0.1689 -0.0935 -0.2458
H 4.26336 2.28097 0.17252 -0.0644 0.1131 0.0163
```
Positions in Å, forces in eV/Å.

Computed properties:
- Energy relative to the best compared isomer or geometry (same formula, charge and spin): 0.00 kcal/mol
- E_HOMO: -9.978 eV
- Energy: -93525.6638 eV
- Net charge: +1

Density functional theory data (ωB97M-V/def2-TZVPD) for a cluster of 13 separate species, C44H60N12O3 in total at a distorted geometry.

Geometry as XYZ:
```
119
Properties=species:S:1:pos:R:3:forces:R:3
C 4.68381 0.36378 1.28130 0.2081 0.2614 -0.5794
C 4.28037 0.29326 -0.00841 -0.4497 -0.5493 0.4015
C 2.80884 0.19718 -0.24651 1.0314 -1.5449 0.0390
C 2.18912 1.14738 -0.93082 -0.9323 0.0074 -0.0482
C 0.71366 0.99094 -1.17806 0.3162 0.1374 -0.2537
O 0.26246 1.33501 -2.25638 0.0703 -0.1005 0.5141
C -0.08555 0.35498 -0.06704 0.2158 0.3855 -0.5688
C 0.57511 -0.63899 0.65299 1.1050 -0.5364 -0.0905
C -0.04251 -1.31889 1.69094 0.2682 -0.3219 0.1763
C 0.65686 -2.37153 2.50743 0.5155 -0.3885 0.1099
C 0.46101 -3.81951 1.99114 0.0284 -0.0462 0.4702
C -1.35523 -0.98458 1.95541 -0.0549 -0.1989 0.2696
C -2.02281 0.00221 1.25342 -1.1054 0.4170 0.0321
C -3.48200 0.25956 1.65508 0.2779 -0.7715 -0.1475
O -3.68692 1.34599 2.55632 0.1240 -0.5241 -0.1490
C -2.55278 1.61458 3.35034 -0.5294 0.9205 0.6669
C -1.40236 0.72430 0.22256 0.0799 0.1045 -0.2166
C -2.04527 1.85061 -0.59210 -0.2565 0.1387 0.2361
C -2.85735 2.88560 0.20412 -0.1806 0.1052 -0.6048
C -2.83437 1.29568 -1.81831 1.3938 0.5222 -0.2050
C -2.62246 2.20891 -3.05496 -0.3842 -0.2438 0.0855
C 2.00636 -0.97290 0.28697 -0.4281 0.3230 -0.1912
O 2.49488 -2.08268 0.37096 -0.0694 0.6025 0.0458
H 5.32117 1.21394 1.57366 0.9222 -1.4499 0.0324
H 4.29625 -0.39327 1.96623 -0.9043 1.1513 0.5138
H 4.97525 0.30272 -0.84882 -0.2999 1.5924 -0.0441
H 2.68653 2.01017 -1.36522 -0.0131 -0.2333 -0.1218
H 1.73047 -2.16340 2.52578 -0.1713 0.0357 -0.0463
H 0.34670 -2.34954 3.55846 -0.2871 0.2491 -0.2519
H -0.26626 -4.31291 2.64373 -0.0575 -0.0448 -0.3565
H 1.39158 -4.38569 2.08570 -0.1185 0.0937 -0.0737
H 0.13468 -3.88179 0.95034 0.0161 0.1429 0.1299
H -1.83788 -1.53327 2.76335 -0.1862 0.2019 -0.1447
H -3.84678 -0.66979 2.12212 0.0879 0.1998 0.0321
H -4.08589 0.37879 0.75131 -0.0344 0.3830 0.2773
H -2.89716 2.27131 4.16369 -0.0296 -0.0752 -0.2011
H -2.11513 0.73386 3.83563 0.0657 0.0098 -0.3579
H -1.83966 2.20793 2.77348 0.3073 -0.4139 0.1884
H -1.21684 2.41345 -1.02708 -0.0771 -0.1770 0.1564
H -3.84203 2.49949 0.46871 0.1746 0.1315 0.2427
H -2.32718 3.26233 1.08219 -0.1053 -0.1797 -0.0224
H -3.04807 3.75536 -0.44018 0.1839 -0.5386 0.2726
H -2.32627 0.35735 -2.07397 -0.5117 -0.1158 0.1031
H -3.89088 1.14612 -1.59197 0.1371 -0.1384 -0.0208
H -1.64737 2.70432 -3.02768 -0.1465 -0.0745 0.1161
H -2.60473 1.58345 -3.95536 -0.2319 0.2618 0.0130
H -3.40841 2.96655 -3.14316 0.1078 -0.0930 -0.0551
C 8.69435 0.81652 -0.45945 0.1665 -0.3416 -0.1617
C 8.08002 1.67285 0.54344 0.0226 -0.0824 -0.0631
N 7.59340 2.34568 1.33605 0.0163 0.0134 0.0646
H 8.84635 -0.19387 -0.07789 -0.1050 0.0594 0.1654
H 8.07402 0.73991 -1.35130 -0.0680 0.1341 0.0538
H 9.66412 1.19919 -0.77067 -0.1419 0.0755 0.0844
C 1.16240 1.88829 4.60994 0.1660 -0.3369 0.1470
C 0.57678 2.96389 3.82311 0.0522 -0.0353 0.0172
N 0.10570 3.80468 3.20093 0.0547 0.0576 -0.0042
H 1.06575 0.93018 4.09733 -0.1059 0.0734 -0.0904
H 2.22225 2.06488 4.79029 -0.0241 0.1248 -0.0782
H 0.67159 1.79568 5.57806 -0.0818 0.0891 -0.0523
C -3.44565 -6.47810 2.66013 -0.0316 -0.3922 -0.1166
C -3.21753 -5.10419 3.08164 -0.0160 -0.0410 -0.0105
N -3.03780 -4.02142 3.41398 -0.0029 0.0715 -0.0115
H -2.50528 -7.02034 2.56519 0.0660 0.1359 0.0438
H -4.06602 -7.01210 3.37874 0.0028 0.1283 0.0725
H -3.94912 -6.51456 1.69492 0.0051 0.1487 0.0101
C -4.17333 -2.44844 -2.67646 0.2045 -0.0024 0.0052
C -4.85048 -1.61325 -1.69498 0.0824 -0.0717 0.0322
N -5.38732 -0.95735 -0.92155 -0.0750 -0.0310 -0.0087
H -3.96092 -3.43845 -2.27505 -0.0618 0.0487 0.1106
H -4.77504 -2.57648 -3.56700 -0.1102 0.1624 0.0529
H -3.22503 -2.00704 -2.98224 -0.0357 0.1065 0.0862
C -6.48594 -5.52471 -4.65665 -0.4222 -0.2455 0.1661
C -5.29893 -4.73401 -4.94124 -0.0611 -0.1114 -0.1441
N -4.36504 -4.10694 -5.17165 -0.0616 -0.1676 -0.2144
H -6.57445 -5.73946 -3.59178 0.1692 0.0904 0.0153
H -7.39154 -5.00378 -4.96657 0.1243 0.1259 -0.1019
H -6.46021 -6.47779 -5.18327 0.1438 0.0597 -0.0718
C 12.43665 3.58759 -1.45773 0.2447 0.2826 0.1710
C 11.58565 2.58302 -2.07759 0.0574 0.0458 -0.0485
N 10.91359 1.79161 -2.56643 0.0976 0.0584 -0.0428
H 13.49032 3.34949 -1.59677 -0.0545 -0.1222 -0.0734
H 12.25875 4.57226 -1.88776 -0.1051 -0.0734 -0.0829
H 12.24950 3.65441 -0.38658 -0.1034 -0.1033 -0.0280
C -1.93258 6.16603 -2.48004 0.4227 0.1350 -0.2170
C -3.16540 5.75250 -1.82984 -0.0307 0.1401 -0.0873
N -4.13371 5.41848 -1.31223 -0.1418 0.3067 -0.2092
H -1.06204 5.70784 -2.01055 -0.1298 -0.0895 0.1182
H -1.92417 5.88059 -3.53152 -0.1494 -0.0734 0.0322
H -1.80266 7.24702 -2.43333 -0.1403 -0.0002 0.0736
C 4.50268 -6.15650 1.51129 0.3313 0.1541 -0.1511
C 3.28198 -6.63476 2.14416 0.0373 -0.0019 -0.0342
N 2.31815 -7.01151 2.63932 -0.0075 -0.0295 0.0126
H 5.38200 -6.63532 1.94024 -0.0976 -0.0642 0.0854
H 4.49870 -6.36520 0.44242 -0.1373 -0.0459 0.0267
H 4.61523 -5.08011 1.63768 -0.1354 -0.0066 0.0510
C 7.73024 -0.69080 3.95038 -0.1849 0.3384 0.2925
C 8.20067 -1.76575 3.08716 -0.0471 0.1100 0.0503
N 8.57170 -2.60943 2.40372 -0.0005 0.0032 -0.0325
H 7.35272 -1.07529 4.89733 0.0517 -0.1869 -0.0704
H 8.52681 0.01515 4.18142 0.1040 -0.0962 -0.1292
H 6.92389 -0.12604 3.48270 0.0520 -0.0988 -0.1789
C -2.17904 0.64078 7.20314 -0.1553 0.2343 0.2914
C -1.63263 -0.41548 6.36360 -0.1059 0.1396 -0.0954
N -1.22059 -1.22003 5.65741 0.1442 -0.0391 0.0280
H -2.55376 0.24157 8.14480 0.0450 -0.1139 -0.0493
H -1.42293 1.38933 7.43815 0.0773 -0.0795 -0.0677
H -3.00471 1.14786 6.70483 0.0336 -0.1095 -0.1344
C -5.36063 8.40840 -4.22371 -0.3735 -0.2224 0.1061
C -4.14016 9.14062 -4.53118 -0.0647 -0.0475 0.0243
N -3.17609 9.71435 -4.77125 0.0332 -0.0170 0.0116
H -5.46634 8.24371 -3.15180 0.1486 0.0620 0.0091
H -6.24364 8.94838 -4.56309 0.1141 0.1222 -0.0517
H -5.36919 7.43164 -4.70589 0.1505 0.0373 -0.0468
C -6.01052 -3.05362 -8.44717 0.3589 0.1259 -0.2086
C -7.22406 -3.54496 -7.81161 0.0663 0.0270 -0.0009
N -8.17705 -3.93313 -7.30366 0.0287 -0.0420 0.0504
H -5.12422 -3.49856 -7.99554 -0.1066 -0.0522 0.1218
H -5.99952 -3.29166 -9.51013 -0.1450 -0.0585 0.0288
H -5.92564 -1.97238 -8.34757 -0.1264 -0.0141 0.0831
```
Positions in Å, forces in eV/Å.

Computed properties:
- Energy relative to the best compared isomer or geometry (same formula, charge and spin): 22.81 kcal/mol
- E_HOMO: -8.542 eV
- Energy: -70617.9789 eV